{
  "formula": "C4H7N3O",
  "method": "the ωB97M-V functional and the def2-TZVPD basis",
  "homo_ha": -0.33777,
  "gap_ev": 9.3,
  "smiles": "[H]/N=C/NC(=C)C(N)=O",
  "e_above_lowest_kcal_mol": 70.10,
  "elements": ["C", "C", "C", "C", "H", "H", "H", "H", "H", "H", "H", "N", "N", "N", "O"],
  "positions_angstrom": [[1.248439, -0.424953, -0.235131], [0.273891, 0.708939, -0.096717], [0.770302, 1.882641, 0.498427], [-2.154744, 0.023591, -0.328084], [1.505524, -2.229764, -0.005279], [-0.111487, -1.712343, 0.636778], [0.125396, 2.727119, 0.637879], [1.667766, 2.052674, 1.183979], [-1.049835, 1.437760, -1.240547], [-3.128389, -0.021156, -1.088790], [-2.946858, -1.378805, 0.641536], [0.741115, -1.643467, -0.060113], [-1.029335, 0.675923, -0.662353], [-2.121720, -0.677011, 0.835577], [2.497517, -0.313113, -0.073538]],
  "forces_ev_per_a": [[2.630, 0.602, 3.283], [2.570, 2.912, 1.887], [-0.676, -2.307, 0.516], [-1.204, -2.812, 2.580], [1.354, -2.098, 0.637], [2.020, 0.008, -2.128], [-0.743, 0.224, -0.297], [-0.731, -1.058, -1.905], [-0.984, 1.961, -2.080], [2.951, 0.519, 1.814], [1.667, 1.642, 1.297], [-4.544, 0.101, 0.741], [0.646, -0.158, -0.127], [-2.525, -0.472, -4.513], [-2.433, 0.938, -1.704]]
}

{
  "formula": "C26H70O7",
  "method": "the ωB97M-V functional and the def2-TZVPD basis",
  "homo_ha": -0.35062,
  "gap_ev": 9.9,
  "smiles": "CCCCCC.CCCCCC.CCO.CCO.CCO.CCO.CCO.CCO.CCO",
  "e_above_lowest_kcal_mol": 11.37,
  "elements": ["C", "C", "C", "C", "C", "C", "H", "H", "H", "H", "H", "H", "H", "H", "H", "H", "H", "H", "H", "H", "C", "C", "C", "C", "C", "C", "H", "H", "H", "H", "H", "H", "H", "H", "H", "H", "H", "H", "H", "H", "C", "C", "O", "H", "H", "H", "H", "H", "H", "C", "C", "O", "H", "H", "H", "H", "H", "H", "C", "C", "O", "H", "H", "H", "H", "H", "H", "C", "C", "O", "H", "H", "H", "H", "H", "H", "C", "C", "O", "H", "H", "H", "H", "H", "H", "C", "C", "O", "H", "H", "H", "H", "H", "H", "C", "C", "O", "H", "H", "H", "H", "H", "H"],
  "positions_angstrom": [[-5.719128, -1.550562, 0.489283], [-5.534261, -0.155304, 0.222309], [-5.728289, 0.266833, -1.261160], [-4.611938, -0.119522, -2.170228], [-4.807575, 0.305285, -3.590734], [-4.564463, 1.857881, -3.860941], [-5.936147, -1.743060, 1.650195], [-4.757379, -2.124639, 0.161380], [-6.604472, -2.023829, -0.180256], [-4.305801, 0.182613, 0.375553], [-6.000830, 0.647365, 0.904970], [-6.008841, 1.378508, -1.380707], [-6.708891, 0.080595, -1.702992], [-4.752641, -1.218618, -2.341388], [-3.714734, 0.212235, -1.795498], [-5.746878, 0.248107, -3.786503], [-4.353606, -0.412550, -4.379043], [-4.792204, 2.147288, -4.924886], [-3.548543, 2.258627, -3.725944], [-5.070590, 2.338534, -3.197808], [-0.496829, 1.399952, -0.314048], [-0.327273, -0.181947, -0.339216], [1.105964, -0.575629, 0.096256], [1.209266, -2.091832, 0.311642], [2.604696, -2.515003, 0.487657], [2.706614, -3.972851, 0.949235], [0.260292, 1.739006, -0.857817], [-0.604683, 1.515045, 0.744470], [-1.329575, 1.798338, -0.981342], [-0.657644, -0.424004, -1.369706], [-1.052159, -0.590516, 0.350061], [1.178658, -0.003270, 1.133130], [1.806467, -0.323252, -0.478811], [0.623721, -2.467214, -0.611984], [0.745728, -2.354106, 1.152738], [3.136949, -2.050819, 1.450846], [3.022985, -2.524195, -0.449174], [3.661973, -4.392467, 1.171741], [2.470198, -4.581926, 0.066176], [1.925259, -4.533374, 1.706188], [3.110562, 5.384203, -2.053929], [1.878739, 4.578952, -1.447437], [2.269379, 3.905417, -0.181987], [3.828593, 4.688038, -2.371734], [3.560548, 5.986775, -1.179794], [2.776470, 6.239225, -2.828623], [1.660161, 3.731579, -2.157008], [1.122604, 5.325133, -1.422584], [3.016293, 3.247936, -0.407687], [-1.976787, -1.136963, 3.528627], [-1.321564, 0.218396, 3.430017], [-2.221666, 1.220991, 3.970945], [-1.134369, -1.740556, 3.060160], [-2.933828, -1.066307, 2.958873], [-1.930362, -1.561513, 4.552137], [-1.134496, 0.363512, 2.418978], [-0.457282, 0.134523, 4.041510], [-1.977898, 2.033572, 3.841564], [-1.801795, -4.463083, 1.095450], [-2.838542, -5.117136, 2.047642], [-2.724060, -4.436027, 3.282901], [-1.877411, -5.034895, 0.150724], [-0.789083, -4.439085, 1.346963], [-2.063738, -3.451117, 0.770134], [-2.761474, -6.225026, 2.155331], [-3.846306, -4.784708, 1.898633], [-3.542795, -4.405265, 3.804180], [6.881813, -3.492327, 4.468530], [5.960966, -3.022811, 3.368427], [6.506625, -1.899323, 2.714931], [6.448634, -4.279366, 4.995671], [7.057567, -2.689248, 5.242988], [7.791567, -3.739075, 3.967937], [4.905469, -2.837841, 3.625692], [5.876948, -3.721226, 2.577548], [6.213638, -1.159429, 3.416318], [2.393336, 1.232794, -3.716514], [3.176729, -0.058688, -4.004533], [4.315246, 0.087094, -3.194383], [2.951196, 2.309818, -3.756156], [2.072315, 1.546290, -2.807641], [1.567150, 1.283013, -4.392645], [3.645128, -0.172509, -5.233790], [2.613809, -0.889789, -3.755306], [4.719387, -0.598324, -3.170205], [-2.693281, 4.256237, 0.074187], [-4.093427, 4.027658, -0.613001], [-4.409578, 5.198353, -1.330093], [-2.832658, 5.183518, 0.679623], [-1.662975, 4.140653, -0.254612], [-2.592826, 3.240521, 0.747902], [-4.842387, 3.655686, 0.099410], [-4.099701, 3.257265, -1.318727], [-5.095616, 5.064326, -1.916191], [4.496734, 0.424774, 0.600117], [5.079732, 1.577071, -0.117891], [4.379918, 1.972371, -1.273965], [5.060440, 0.282352, 1.358262], [4.786592, -0.509981, 0.159480], [3.528225, 0.476992, 0.807775], [6.059098, 1.473415, -0.499337], [5.118939, 2.553061, 0.382488], [4.101958, 1.184380, -1.959922]],
  "forces_ev_per_a": [[-0.884, -4.529, 0.933], [3.350, 5.801, -0.574], [-1.743, 2.836, 0.367], [-2.464, -2.437, -1.729], [5.817, 1.933, -1.380], [3.953, -3.609, -4.735], [0.523, 0.101, -2.654], [-1.798, 0.695, 0.791], [1.813, 1.059, 1.749], [-3.154, -1.092, -0.062], [0.119, -1.704, -0.889], [1.533, -0.687, 0.881], [-0.194, -1.715, 0.166], [1.094, 0.383, 1.063], [2.396, 0.154, 0.981], [-6.328, -0.749, -1.241], [-0.064, 1.383, 1.386], [-0.281, -0.305, 1.134], [0.170, -0.717, 0.056], [-3.772, 3.226, 3.781], [-3.769, -3.337, 0.169], [-0.158, 1.753, -1.534], [-7.007, -1.330, 6.768], [-0.292, 2.188, -3.697], [0.641, -1.653, 4.939], [-2.837, -3.298, -0.401], [4.027, 2.061, -1.093], [0.241, 1.707, 0.305], [0.151, -0.847, 1.453], [0.613, -0.779, 0.426], [-0.193, -0.455, 0.152], [0.482, -1.100, -1.895], [5.495, 2.680, -4.851], [1.282, -0.388, 1.389], [-2.639, -1.069, 3.230], [-0.923, 0.381, -2.776], [2.215, 0.769, -1.816], [1.002, 0.439, 0.621], [-0.177, -0.089, -0.197], [1.717, 2.265, -1.273], [-1.899, 2.792, 1.549], [3.354, -1.633, -0.926], [0.422, 0.229, -1.440], [1.133, -0.578, -0.923], [-0.594, -0.931, -1.233], [0.775, -2.349, 1.367], [-0.366, 1.072, 0.422], [-1.221, -0.108, 1.074], [-1.533, 1.325, -0.038], [1.641, -0.373, -0.528], [-2.119, 0.183, 2.419], [-2.073, -7.846, 0.945], [-1.565, -0.005, -0.203], [0.654, -0.900, 0.719], [-1.022, 0.538, -0.480], [0.661, 0.786, -1.794], [1.250, 0.515, 0.259], [2.563, 7.096, -1.361], [-2.735, -0.942, -1.849], [0.322, 1.235, 0.691], [1.209, 0.305, 2.185], [0.243, 0.074, 0.228], [1.479, -0.340, 1.094], [-0.268, 0.001, 0.550], [0.139, 0.754, -0.204], [-0.768, -0.752, -2.116], [0.392, -0.308, -0.589], [-0.366, 2.248, 0.184], [-0.550, 0.040, -0.150], [-1.313, 3.537, 2.792], [-0.472, -1.720, 0.778], [-0.058, -0.593, -0.947], [0.829, -0.368, 0.152], [0.291, 0.057, 0.539], [0.126, -1.343, -0.609], [1.476, -1.842, -2.764], [1.856, 2.272, -3.652], [2.357, 3.392, -2.873], [-7.340, 12.248, -0.220], [-0.260, -2.669, -1.261], [-1.404, -1.050, 3.644], [-0.642, 0.278, -0.447], [-1.964, 0.482, 3.463], [-1.094, -1.870, 0.363], [8.220, -13.338, 0.685], [-1.565, -2.864, 2.968], [1.876, 0.523, -0.154], [1.827, 1.290, 2.169], [0.468, -0.918, -0.111], [-0.417, 0.714, -1.673], [-0.650, 2.596, -0.599], [0.101, 0.908, 0.447], [0.633, -1.669, -1.165], [-2.265, -0.588, -1.826], [1.637, 0.175, -4.836], [-0.555, 1.754, -1.367], [-2.743, -1.539, -3.070], [3.353, -0.463, 6.267], [-0.554, -0.576, -1.296], [-4.011, 0.333, 0.867], [1.648, -0.978, 0.355], [-0.107, -0.511, 0.943], [1.604, 2.286, 2.641]]
}